(1)
ORCA calculation (ωB97M-V/def2-TZVPD) on one molecule with the formula C22H24N2O2.

```
50
C22H24N2O2 ωB97M-V/def2-TZVPD
C 1.0633 -3.1678 3.3580
H 1.8628 5.4887 -1.2455
H -2.4441 -3.0777 -2.2989
H -1.2375 -1.8511 -3.8351
C 0.3802 2.6210 -0.1685
H -1.0830 -3.0055 1.7624
H 2.4314 0.0206 0.0225
C -0.9908 -2.1136 2.3899
H -1.1561 0.0496 -5.3556
H 3.4899 1.5577 -0.9848
H -2.4408 0.9079 0.2670
C 2.8126 3.5660 -1.2015
C 0.6130 -0.7443 3.7481
H -1.5297 2.9597 0.3098
C -1.5634 -3.0044 -1.6536
H -1.3413 2.7144 -2.0515
C -1.2450 1.5080 -3.7899
H -0.6813 -3.3606 -2.1981
H 2.1110 -3.0239 3.6142
C 0.4776 -1.8928 2.7467
C -1.3821 0.9137 -0.0272
H 3.7486 3.9130 -1.6108
C -0.7298 -0.1667 0.7923
C 1.7593 4.4424 -1.0021
N -0.8418 2.2194 0.3331
H 1.1714 -2.4186 0.7767
C 1.4702 1.7450 -0.3183
C -1.2521 -0.8538 -3.4247
H 0.0858 -0.9846 4.6682
H 2.2768 -1.3641 1.6695
H -0.2653 4.6438 -0.3643
N 1.5016 0.4140 0.0937
C -1.3120 0.6418 -1.5262
C 2.6597 2.2397 -0.8540
C 0.6108 -0.3698 0.7587
H -1.5923 -2.2821 3.2851
C -1.3145 -0.6635 -2.0485
H 1.6596 -0.5689 3.9901
H -1.7170 -3.6271 -0.7732
C 0.5652 3.9648 -0.5058
O -2.8207 -0.7806 1.6586
H -1.2326 2.3591 -4.4533
H 0.1924 0.1723 3.3426
C 1.2229 -1.5559 1.4494
C -1.2082 0.2240 -4.2913
H 0.9918 -4.0008 2.6616
O -1.3828 -1.7003 -1.1632
C -1.6172 -0.9761 1.6038
H 0.5245 -3.4339 4.2641
C -1.3012 1.7017 -2.4203
```

Calculated values
Charge ... 0
SMILES ... COc1ccccc1[C@@H]1Nc2ccccc2NC2=C1C(=O)CC(C)(C)C2
E ... -1112.73274 Ha
Kohn-Sham gap ... 7.82 eV
HOMO level ... -0.2658 hartree
Relative energy (zero: lowest compared OMol25 entry of this formula, charge and spin) ... 160.4 kJ/mol

So, what does the Löwdin scheme give us? The charges, in e, come out as: -0.048 0.100 0.100 0.100 -0.227 0.129 0.138 -0.056 0.103 0.110 0.159 -0.103 -0.025 0.130 -0.072 0.108 -0.083 0.097 0.084 -0.550 -0.180 0.098 -0.098 -0.100 0.072 0.137 -0.157 -0.022 0.089 0.128 0.112 0.142 -0.070 -0.031 -0.178 0.134 -0.199 0.088 0.090 -0.040 0.070 0.101 0.088 -0.064 -0.087 0.083 -0.096 -0.364 0.086 -0.026


(2)
ORCA calculation (ωB97M-V/def2-TZVPD) on one molecule with the formula C4H9NO.

```
15
C4H9NO ωB97M-V/def2-TZVPD
C -1.6822 -0.9783 -0.2023
H 1.6744 0.4771 1.4556
O 2.1320 1.3253 -0.3541
N -0.5100 -0.4922 0.4691
H -2.5719 -0.5509 0.2731
H 0.8294 -0.8145 -1.1958
H -1.6943 -0.7213 -1.2796
H -0.4856 1.3822 -0.5712
C 0.8060 -0.8156 -0.0897
C 1.2808 0.5489 0.4371
H 1.2584 -1.7374 0.2905
H -1.7167 -2.0673 -0.0983
C -0.2109 0.9328 0.4123
H 1.5220 1.9490 -0.7520
H -0.6315 1.5623 1.2050
```

Calculated values
Charge ... 0
SMILES ... CN1CC(O)C1
E ... -287.75080 Ha
Kohn-Sham gap ... 9.89 eV
HOMO level ... -0.3264 hartree
Relative energy (zero: lowest compared OMol25 entry of this formula, charge and spin) ... 214.4 kJ/mol

So, what does the Löwdin scheme give us? The charges, in e, come out as: -0.107 0.147 -0.017 -0.217 0.084 0.124 0.083 0.124 -0.123 -0.349 0.114 0.084 -0.141 0.077 0.117


(3)
ORCA calculation (ωB97M-V/def2-TZVPD) on a 2-piece molecular cluster, CH6N2 overall in a non-equilibrium geometry.

```
9
CH6N2 ωB97M-V/def2-TZVPD
H -0.1007 1.0697 1.3766
H -2.1423 0.2197 0.1317
H 1.8398 0.7949 -0.1871
N -1.3800 -0.2711 -0.1218
H 1.3256 -0.8331 0.4643
H -1.4079 -1.1752 0.4087
N -0.3166 0.5649 -0.2672
H 1.1406 -0.2989 -1.4394
C 1.0414 -0.0709 -0.3658
```

Calculated values
Charge ... 0
E ... -151.02619 Ha
Kohn-Sham gap (alpha / beta) ... 8.40 / 8.69 eV
HOMO level (alpha / beta) ... -0.2969 / -0.3025 hartree
Relative energy (zero: lowest compared OMol25 entry of this formula, charge and spin) ... 453.7 kJ/mol

So, what does the Löwdin scheme give us? The charges, in e, come out as: 0.132 0.026 0.093 -0.090 0.082 0.113 -0.195 0.059 -0.220


(4)
ORCA calculation (ωB97M-V/def2-TZVPD) on a 2-piece molecular cluster, C10H13NO6P2 overall in a non-equilibrium geometry.

```
32
C10H13NO6P2 ωB97M-V/def2-TZVPD
H -2.9822 2.8183 1.7747
O 2.0247 0.5445 -4.1350
H -0.9393 2.6800 -3.5243
C -3.1619 0.3640 1.4691
H 3.7567 0.1919 4.1140
H 4.7044 0.5221 2.6438
H 2.3458 1.3208 2.3742
C -3.0603 -2.4260 0.3599
H -1.8271 3.4267 -0.7525
P -0.9254 1.2738 -3.2097
H -1.4391 -3.4907 -0.6959
C 3.8656 -0.0504 3.0531
C -1.7809 1.0215 -1.4777
C -1.9261 -1.9465 -1.9175
C -2.1373 -0.5432 -1.0965
C -2.8321 -0.8025 0.3656
N -2.3396 -2.9758 -0.8883
H 2.0600 -1.3735 -2.0307
O 1.8079 1.7585 -1.6194
H 4.1266 -1.1095 2.9582
O -3.7322 -3.2508 1.1669
H 1.7501 -0.3209 2.6900
O 2.7556 -0.0584 0.9206
H 2.9647 -1.0064 0.8606
P 1.1610 0.6138 -2.8129
C -2.7853 1.9275 1.0174
H 2.0573 1.2471 -0.7860
H -3.6360 0.0806 2.5102
C -2.0906 2.3026 -0.4511
O 1.1522 -0.9446 -1.9859
O -1.5280 -2.0519 -3.1900
C 2.5909 0.2574 2.2951
```

Calculated values
Charge ... 0
SMILES ... O=C1NC(=O)c2c(PP(=O)(O)O)cccc21.CCO
E ... -1577.42441 Ha
Kohn-Sham gap ... 7.32 eV
HOMO level ... -0.3344 hartree

So, what does the Löwdin scheme give us? The charges, in e, come out as: 0.090 -0.417 -0.075 0.017 0.077 0.080 0.117 -0.230 0.104 0.805 0.154 -0.092 -0.344 -0.259 -0.036 -0.021 0.074 0.091 -0.284 0.074 -0.010 0.111 -0.104 0.094 0.531 -0.041 0.039 0.106 -0.037 -0.274 -0.023 -0.317


(5)
ORCA calculation (ωB97M-V/def2-TZVPD) on C27H16N8S6Ti as an isolated structure.

```
58
C27H16N8S6Ti ωB97M-V/def2-TZVPD
N -4.6625 -2.2657 0.2145
C -1.8409 -0.2157 2.8770
H 0.7563 1.9009 3.2994
C -0.0209 1.1821 7.1734
S -0.3377 -1.6614 -5.2695
C 0.0708 -0.0271 -5.7214
H 2.4052 -0.2512 -3.4348
N 2.6590 3.3096 -0.0650
H -3.1663 0.7086 5.1322
H 4.2836 -1.7964 -3.9507
C 1.0033 2.1017 -6.8863
S 0.9522 0.3803 -7.1628
C 1.9882 2.6521 0.8329
H -3.0029 -1.4136 -2.5748
N 1.9013 -1.2040 -1.6789
C -2.2739 1.0225 7.0458
C -0.6189 -1.2455 -3.5294
C 3.6882 -1.9376 -3.0606
H 1.3791 1.7206 -2.7444
C -1.0073 0.7952 5.0213
C -1.7194 -0.4019 1.5285
H 2.9392 3.5251 -2.1265
H -5.1021 -2.4672 -1.8053
Ti -0.1547 -0.5434 -0.9650
C 3.9314 -2.9829 -2.1713
C -0.2594 0.9929 -4.9075
C -2.6391 -1.0900 0.6472
N 0.8365 1.2827 -0.7785
C 0.0784 1.2073 2.8198
H 3.2814 -3.9568 -0.3644
S 0.9263 -2.2449 0.4495
H 2.1644 2.8994 1.8745
H 1.1194 0.9430 5.3833
H -2.6506 -0.6855 3.4173
C -4.3836 -2.0919 -1.0888
C 1.0412 1.6421 0.5191
C 2.4065 2.9736 -1.3639
H 4.7378 -3.6795 -2.3624
N -0.5229 -1.9154 -2.5264
C 0.1802 0.9984 1.4433
C -3.7908 -1.7734 1.0627
C 2.0972 -2.2323 -0.8402
C 3.1351 -3.1410 -1.0580
C 2.6505 -1.0772 -2.7752
S 0.2334 2.5872 -5.4037
C -3.2289 -1.4895 -1.5224
N -2.3287 -0.9800 -0.6574
H 0.8579 1.3226 7.7936
S -1.1502 0.6285 -3.4619
N -0.6829 0.1341 0.8148
H -3.9826 -1.9103 2.1203
C 0.1262 0.9829 5.8106
H -3.2288 1.0483 7.5601
C -0.9037 0.5859 3.5634
N -1.1941 1.2047 7.7992
C -2.2372 0.8167 5.6759
C 1.5418 1.9863 -1.7092
S 1.7192 3.1464 -7.9130
```

Calculated values
Charge ... 0
E ... -4715.22346 Ha
Kohn-Sham gap (alpha / beta) ... 5.43 / 5.43 eV
HOMO level (alpha / beta) ... -0.2377 / -0.2377 hartree
Relative energy (zero: lowest compared OMol25 entry of this formula, charge and spin) ... 103.8 kJ/mol

So, what does the Löwdin scheme give us? The charges, in e, come out as: 0.091 0.063 0.118 -0.142 0.939 -1.005 0.110 0.081 0.108 0.105 -1.488 0.927 -0.070 0.085 -0.073 -0.144 -0.947 -0.054 0.061 -0.174 -0.226 0.107 0.110 0.753 -0.058 -1.022 -0.185 -0.024 0.061 0.108 0.706 0.116 0.112 0.115 -0.102 -0.188 -0.111 0.111 -0.070 -0.218 -0.059 -0.724 -0.073 -0.122 0.923 -0.100 0.037 0.106 0.869 -0.084 0.118 -0.017 0.106 -0.148 0.057 -0.019 -0.131 0.575


(6)
ORCA calculation (ωB97M-V/def2-TZVPD) on C30H60As3F36N6O15S6 as an isolated structure in a non-equilibrium geometry.

```
156
C30H60As3F36N6O15S6 ωB97M-V/def2-TZVPD
C 16.6309 15.9489 15.9482
F 23.0289 19.8443 10.8140
F 11.3765 9.5818 17.7628
H 12.7793 13.8060 14.7174
C 11.0349 17.2393 13.1644
O 14.1692 10.8121 18.0676
H 10.5071 14.9696 14.6265
C 23.1040 10.5248 11.1481
H 23.9940 11.9844 8.4843
As 19.1159 23.4880 15.9131
H 19.0683 18.9390 14.8106
O 15.9415 12.0650 14.1044
H 20.0134 17.1158 14.1695
F 16.6721 20.6963 13.1878
H 11.5391 19.3414 13.0121
F 18.0605 10.8361 16.1290
H 15.9360 15.4833 16.6471
H 25.9965 13.0412 7.7439
H 17.5048 18.1205 14.8606
N 14.2016 10.7819 15.3771
O 19.8962 16.2029 11.0394
F 18.7309 23.2658 17.6193
F 19.6680 23.6893 14.1891
H 14.5861 13.9996 12.4826
C 20.1479 15.0475 14.9118
C 10.7328 18.6879 12.6791
O 12.8856 15.0881 13.0832
O 15.6132 12.7396 16.4140
O 25.7930 19.9672 15.1210
H 13.7432 18.1675 16.9235
F 14.3180 18.1824 12.1622
F 18.0094 10.9559 12.7066
F 21.2656 18.6541 11.2063
H 25.1533 14.4267 8.3254
C 12.0633 9.4982 16.6609
H 23.4785 15.0936 9.5340
S 22.9300 18.6241 13.2412
F 12.7430 8.3185 16.5432
O 17.4813 15.9036 10.3902
H 12.8628 16.7605 17.2108
H 25.3091 12.8372 11.6636
H 22.2295 10.0207 11.5597
O 24.2250 10.6836 12.0758
F 18.0860 24.9554 15.7383
H 23.8102 8.8961 13.0163
C 25.5863 13.4815 8.6528
H 11.3612 15.4115 16.0272
C 19.3985 16.3889 14.7002
As 15.5473 19.4078 12.5924
F 17.4252 18.7954 22.6312
H 18.3845 15.5389 17.1400
O 12.5034 12.2101 16.9311
H 13.2040 17.4916 14.5309
C 12.7662 17.7291 16.7204
O 22.3506 17.3523 13.6626
C 17.8491 16.3913 16.7217
F 14.1509 20.6695 12.7225
H 18.5134 16.2394 14.0817
H 16.6588 15.4212 14.9948
S 15.5036 11.6710 15.4494
H 12.0288 18.2448 17.3357
H 9.7987 19.0948 13.0664
F 18.5597 15.3468 7.5437
O 16.6164 13.0448 10.8837
F 17.5905 16.6708 21.4098
H 23.1755 12.5898 13.0166
H 14.4367 15.6516 11.8924
H 17.5791 16.9367 17.6260
C 18.3186 18.5075 15.4739
H 19.7277 17.8722 17.9079
C 11.4110 15.4911 14.9413
H 25.3897 9.5079 13.2883
C 24.6174 9.4370 12.5224
C 18.7958 11.7895 12.0638
H 20.7378 16.7357 16.9596
F 18.2065 18.9809 20.1745
H 19.5021 12.4857 16.8602
F 15.2352 18.9868 14.3273
C 22.5185 11.8137 10.4898
H 21.0996 15.2749 15.3920
S 13.3632 11.0065 16.8619
H 10.5604 18.6118 11.6055
F 16.9086 18.3239 12.3987
F 20.2656 22.1367 16.0264
F 15.7074 19.9507 10.9059
C 24.4467 13.4927 11.5418
C 22.7931 14.2737 9.7485
N 11.2041 16.9832 14.7233
C 20.0498 17.5796 16.9085
H 22.1409 11.6355 9.4830
F 15.7236 19.7214 20.8052
H 23.5462 9.9192 10.3571
C 22.5603 18.6812 11.3786
H 26.4575 13.7346 9.2570
H 24.3026 13.7847 13.7184
F 16.4297 9.7831 17.0774
H 20.5790 18.3734 16.3814
H 9.1014 16.8729 14.9784
F 17.7563 22.4221 15.4312
F 26.4272 17.1276 16.4336
H 21.0357 13.1613 16.9009
H 25.0284 8.7901 11.7474
F 19.2552 11.2044 10.9653
C 19.3498 15.9235 8.4550
S 24.9573 18.7954 14.8684
C 24.6389 12.4510 9.2290
H 22.4764 13.8965 8.7761
H 24.8000 14.4558 11.1734
H 21.7612 12.2984 11.1059
F 27.3043 17.4886 14.4691
H 15.0018 15.4247 13.4550
F 23.0313 17.5962 10.7621
C 12.7921 14.8801 14.5327
S 17.9373 13.4705 11.4871
C 12.4255 17.8453 15.2068
F 19.2052 17.2863 8.2513
As 16.7745 18.1969 21.0744
H 22.8326 14.3065 12.9205
N 19.1006 13.9759 10.3074
H 9.9191 17.2560 16.5007
N 23.5548 13.0346 10.2978
F 20.4788 24.5248 16.4290
H 18.6959 19.8257 17.1758
O 17.8313 14.3923 12.6122
C 26.1762 17.3066 15.1460
H 25.1830 11.6714 9.7622
C 20.2110 12.9956 16.2077
F 15.2922 17.4213 21.8844
N 24.4472 18.7280 13.1724
H 13.6261 15.2762 15.1121
O 19.4641 14.1593 15.7749
H 11.8781 16.9444 12.5398
H 20.3763 12.3069 15.3791
C 23.6347 13.5694 12.8842
F 25.6305 16.1286 14.7607
F 16.7605 9.3135 15.0923
F 11.2509 9.7016 15.6053
C 9.9352 17.4165 15.4227
F 19.7685 12.0343 12.8625
C 17.8518 19.4494 16.5979
O 23.9292 18.5964 15.9158
H 17.3349 20.3530 16.2746
C 16.8475 10.3022 15.9761
H 10.1630 16.6558 12.8686
H 21.9860 14.5018 10.4446
H 17.0804 18.9269 17.1636
H 9.8257 18.4897 15.2666
H 20.2096 14.4684 13.9904
C 14.2758 15.0078 12.7570
F 20.7053 15.5925 8.2252
O 22.1375 19.7631 13.6995
H 12.3838 18.9137 14.9950
F 16.3051 17.4729 19.4554
S 18.9069 15.4937 10.2883
H 16.1187 16.9027 15.8216
N 18.9047 17.1725 15.9253
```

Calculated values
Charge ... -3
E ... -15327.93332 Ha
Kohn-Sham gap ... 7.07 eV
HOMO level ... -0.1452 hartree

Löwdin atomic charge list, values in e, 99 entries: -0.049 0.090 0.144 0.117 -0.129 -0.323 0.132 -0.145 0.115 0.870 0.136 -0.331 0.115 -0.279 0.069 0.129 0.082 0.080 0.081 -0.306 -0.288 -0.290 -0.320 0.078 -0.174 -0.060 -0.200 -0.307 -0.321 0.089 -0.289 0.158 0.154 0.080 -0.627 0.091 0.502 0.098 -0.315 0.078 0.106 0.132 -0.206 -0.318 0.094 -0.077 0.118 -0.048 0.933 -0.307 0.117 -0.352 0.101 -0.043 -0.340 -0.163 -0.361 0.108 0.072 0.555 0.069 0.057 0.115 -0.333 -0.299 0.059 0.084 0.096 -0.152 0.100 -0.075 0.095 -0.136 -0.711 0.088 -0.324 0.073 -0.296 -0.032 0.110 0.691 0.087 -0.246 -0.297 -0.287 -0.109 0.028 -0.220 0.058 0.130 -0.335 0.112 -0.660 0.083 0.083 0.144 0.108 0.099 -0.287


(7)
ORCA calculation (ωB97M-V/def2-TZVPD) on one molecule with the formula C2H4NP in a non-equilibrium geometry.

```
8
C2H4NP ωB97M-V/def2-TZVPD
H 3.0233 -0.7581 1.0665
P 2.9431 -0.1420 -0.2203
C -0.0674 0.0030 -0.1890
H -1.7710 1.2476 0.3138
H -2.1361 0.0215 -1.1594
H -1.6197 -0.5604 0.5106
C -1.5037 0.2307 -0.2277
N 1.1316 -0.0422 -0.0945
```

Calculated values
Charge ... 0
E ... -474.60344 Ha
Kohn-Sham gap ... 7.12 eV
HOMO level ... -0.2473 hartree
Relative energy (zero: lowest compared OMol25 entry of this formula, charge and spin) ... 184.4 kJ/mol

So, what does the Löwdin scheme give us? The charges, in e, come out as: -0.262 0.488 -0.163 0.127 0.114 0.075 -0.066 -0.314


(8)
ORCA calculation (ωB97M-V/def2-TZVPD) on one molecule with the formula C2H3NO2S2 in a non-equilibrium geometry.

```
10
C2H3NO2S2 ωB97M-V/def2-TZVPD
N -1.0846 -0.9503 0.1313
H 0.8491 0.1975 -1.5906
S 1.9443 0.2799 0.5205
C -0.8910 0.4586 0.3520
O -0.3971 -1.6903 0.8361
H 0.5879 1.7689 -0.9454
C 0.6634 0.7368 -0.6325
S -1.3236 1.4807 1.5102
O -1.7838 -1.2215 -0.8164
H 1.4354 -1.0604 0.6349
```

Calculated values
Charge ... 0
SMILES ... O=[N+]([O-])C(=S)CS
E ... -1079.42632 Ha
Kohn-Sham gap ... 7.95 eV
HOMO level ... -0.3405 hartree
Relative energy (zero: lowest compared OMol25 entry of this formula, charge and spin) ... 510.6 kJ/mol

So, what does the Löwdin scheme give us? The charges, in e, come out as: -0.463 0.065 0.677 -0.686 0.027 0.045 -0.502 0.795 0.108 -0.066